A structure of composition C48H60N3O5ReSbSe4, computed with ωB97M-V/def2-TZVPD.

Last column: Mulliken charge in e.
Geometry (Å):
Re: 0.3350 0.8079 0.8701  0.711
Sb: 3.8969 2.9954 3.3240  0.776
Se: 5.2930 2.9594 1.2885  -0.684
Se: 4.3703 4.7463 4.9914  -0.802
Se: 1.2869 3.0705 3.1638  -0.323
Se: 4.2575 0.7765 4.3837  -0.733
O: 0.5315 0.3674 2.8316  -0.494
O: 2.8155 1.0309 1.3952  2.303
O: -0.0353 0.3122 -1.1134  -1.132
O: 0.5669 -1.6235 0.5947  0.142
O: -2.4667 1.1169 -0.0143  -0.365
N: 0.7551 2.6925 1.4635  -0.428
N: 0.5094 4.9197 0.5216  -0.694
N: 2.5919 6.1314 1.0692  -0.748
C: 1.4137 -2.3249 3.3090  -1.207
C: -3.4014 6.8140 0.5302  -2.134
C: -2.4963 6.5160 2.8223  -1.538
C: -2.5835 4.5611 1.3149  0.683
C: -2.0456 2.2633 2.0819  0.213
C: -2.3450 -2.4455 3.8613  0.028
C: 1.7883 3.2747 -2.0926  -0.869
C: 6.1602 -1.9995 1.6830  2.283
C: 6.7822 -0.6206 1.4135  -1.491
C: -2.6836 -1.1202 3.6043  -0.459
C: -2.8445 -4.8100 4.6536  -2.126
C: -0.6794 2.9537 -1.5261  -1.724
C: 6.8149 -3.0438 0.7652  -1.906
C: 0.9828 1.0947 -1.4692  0.175
C: -1.0664 3.2007 -0.0441  1.251
C: 4.2094 -1.5822 0.1306  -0.758
C: -4.6125 -3.4836 3.5252  -1.696
C: 3.9912 4.0390 -4.1696  -1.888
C: 0.7363 2.4620 -1.7240  0.397
C: -0.0644 -2.7428 0.0108  -1.103
C: 6.4669 -2.3670 3.1363  -2.114
C: 1.6440 5.4864 0.9082  0.724
C: 4.6653 -1.9316 1.4004  0.344
C: 2.3395 -2.0640 2.1316  -0.455
C: 3.0922 2.7840 -2.2283  0.398
C: 2.4480 -0.9488 -1.5360  -1.807
C: -0.3969 -0.5481 3.1181  -0.520
C: 3.3056 1.4226 -2.0134  -0.153
C: -4.7264 5.5170 2.1943  -1.706
C: -1.7479 -0.1646 3.2356  -0.055
C: -1.0145 -2.8077 3.6835  -0.105
C: -3.7409 1.6907 -0.2218  -0.868
C: 4.1632 5.0305 -1.8641  -1.448
C: 3.7094 -2.1450 2.3839  -0.451
C: -3.3072 5.8395 1.7045  1.940
C: -3.3906 -3.3949 4.4489  2.030
C: 2.8623 -1.4643 -0.1676  0.621
C: -2.1340 1.2965 3.2642  -1.860
C: 0.1827 3.6709 0.7044  0.922
C: 5.5920 3.1084 -2.4959  -1.898
C: 1.9354 -1.7616 0.8399  0.246
C: -3.8075 -2.8443 5.8234  -1.622
C: -2.0334 4.3473 0.1193  -1.921
C: -1.5275 1.9033 0.7080  1.638
C: -0.0371 -1.8944 3.3078  -0.317
C: 2.2772 0.5631 -1.6574  0.639
C: -2.4530 3.5163 2.3300  -1.165
C: 4.2047 3.7281 -2.6774  2.181
H: 1.5885 4.3253 -2.2640  0.461
H: -1.4987 1.7435 4.0394  0.322
H: 7.8584 -0.6566 1.6078  0.517
H: -4.2440 -1.8499 5.7310  0.315
H: -2.9313 -2.7662 6.4692  0.339
H: 1.8884 -1.8306 4.1645  0.359
H: -1.3689 2.2096 -1.9325  0.259
H: -2.7687 3.7600 3.3398  0.739
H: -4.3071 0.9781 -0.8222  0.379
H: 4.9942 5.6794 -2.1530  0.508
H: -3.6310 -5.4520 5.0570  0.446
H: 4.7711 4.7163 -4.5296  0.460
H: -3.9530 7.7079 0.8309  0.467
H: 3.5675 1.1735 0.7985  -0.610
H: -5.0416 -2.4996 3.3365  0.275
H: -3.1602 1.3467 3.6374  0.866
H: -2.1071 5.0528 -0.6982  0.326
H: -2.4037 7.1190 0.2106  0.369
H: -2.0129 -4.8131 5.3597  0.364
H: -3.7104 -0.7897 3.7265  0.339
H: -0.8024 3.8921 -2.0701  0.757
H: 4.3024 1.0110 -2.1196  0.266
H: 0.4161 -3.0318 -0.9273  0.302
H: -3.6748 2.6416 -0.7578  0.278
H: 6.6307 -0.2890 0.3849  0.281
H: -3.9251 6.3661 -0.3176  0.352
H: 5.7444 2.8407 -1.4479  0.221
H: 3.0193 4.5094 -4.3331  0.324
H: 4.0274 3.1212 -4.7628  0.345
H: -5.2251 6.4225 2.5490  0.452
H: -0.6981 -3.8305 3.8528  0.497
H: 6.0641 -3.3470 3.4084  0.371
H: -4.7047 4.7942 3.0101  0.280
H: 6.0676 -1.6050 3.8091  0.245
H: 6.3565 3.8368 -2.7754  0.442
H: 7.8870 -3.0867 0.9711  0.478
H: 4.0187 -2.3519 3.3983  0.717
H: 3.2378 5.5858 -2.0218  0.306
H: -2.4876 5.9179 3.7341  0.325
H: -1.0961 -2.4539 -0.1821  0.220
H: -1.4614 6.6551 2.5048  0.283
H: 1.4439 -3.4025 3.5003  0.493
H: 1.4911 -1.3847 -1.8256  0.375
H: 3.1448 0.4786 2.1343  -0.864
H: 3.2019 -1.2721 -2.2566  0.660
H: -5.3889 -4.1148 3.9669  0.449
H: -2.5041 -5.2382 3.7087  0.396
H: 5.7285 2.2261 -3.1268  0.306
H: -5.3143 5.0881 1.3789  0.364
H: -4.5382 -3.5000 6.3071  0.458
H: 6.3901 -4.0377 0.9327  0.392
H: 4.9225 -1.3421 -0.6511  0.344
H: 6.6809 -2.7869 -0.2875  0.282
H: 6.3479 0.1306 2.0770  0.161
H: -4.2727 1.8672 0.7200  0.257
H: -0.0444 -3.5934 0.6990  0.296
H: -2.9179 7.4954 3.0644  0.479
H: 7.5499 -2.3957 3.2749  0.485
H: -4.3199 -3.9137 2.5652  0.387
H: 4.2525 4.8095 -0.7975  0.161

Summary:
- HOMO-LUMO gap (alpha / beta) (eV) = 4.802 / 4.800
- <S²> = 3.7890
- E (hartree) = -12329.87951
- energy above the lowest of the compared OMol25 structures with the same formula, charge and spin (kJ/mol) = 35.7
- spin multiplicity = 4
- charge = -2
- HOMO level (alpha / beta) (eV) = -1.350 / -1.348

A cluster of 5 separate species, C48H62Br2F12O11S in total, computed with ωB97M-V/def2-TZVPD.

Last column: Mulliken charge in e.
Geometry (Å):
Br: 3.6980 -2.7868 0.7812  -0.116
Br: 6.3505 -1.1434 1.7381  -0.078
S: 2.2157 0.5948 2.1973  -0.143
F: 9.0909 5.3730 -5.0464  -0.251
F: -4.4418 8.7172 8.9287  -0.247
F: -8.9498 -0.5361 -1.6877  -0.273
F: -3.7345 10.6488 9.5917  -0.254
F: -1.8423 5.3311 3.5944  -0.242
F: -7.6725 0.7632 -2.8390  -0.280
F: 10.2443 4.8322 -3.3009  -0.254
F: -6.8105 -0.7068 -1.5179  -0.167
F: -2.7434 7.1370 2.8364  -0.260
F: 8.8912 6.5101 -3.2286  -0.234
F: -2.8710 8.8436 10.3962  -0.239
F: -3.4198 5.2068 2.1421  -0.266
O: 7.9426 3.2184 -3.9559  -0.340
O: -2.8738 9.7073 7.0022  -0.318
O: -8.9287 -1.4546 -4.2038  -0.348
O: 0.6142 1.1124 -3.7396  -0.580
O: -1.8783 6.2635 0.2124  -0.323
O: -0.1187 5.7887 1.5064  -0.509
O: -6.8563 -2.2176 -3.7899  -0.497
O: 3.1043 -2.8002 -2.9956  -0.593
O: 7.1697 4.5811 -2.3453  -0.507
O: 2.9502 -9.5734 1.9043  -0.351
O: -1.1257 9.2243 8.3288  -0.506
C: 0.1557 -0.9737 -2.6682  0.182
C: 4.0099 -0.6382 -0.9597  0.420
C: 2.3894 -1.9908 -2.4589  -0.618
C: -2.2947 9.4161 8.1625  0.355
C: -1.8312 -2.2083 -2.3727  0.666
C: 5.6062 2.5624 -4.1743  -1.042
C: 3.6119 1.7461 -0.6972  0.490
C: 0.6441 -8.9137 1.6262  -0.650
C: 7.0728 -0.8675 -1.0808  -0.654
C: 2.5005 1.6726 -1.5261  -1.233
C: 2.1739 0.4416 -2.0432  1.708
C: 3.5643 2.9774 1.4634  -0.731
C: 0.9425 0.3014 -2.9139  -0.651
C: -2.3309 5.9039 2.4944  0.947
C: 2.1523 2.3655 1.6869  -0.272
C: -9.3674 -3.7444 -4.9136  -1.091
C: -1.6502 8.4228 5.3311  -0.980
C: -4.7178 -3.1057 -0.2938  -0.250
C: -1.9956 9.7966 5.8656  -0.340
C: 0.8741 -2.1386 -2.4455  0.934
C: 6.9635 2.2300 -3.5909  -0.130
C: 4.3328 0.6003 -0.4462  -0.599
C: -3.3617 -2.1227 -2.2986  -0.989
C: -4.3603 -4.8909 1.5544  -1.124
C: -0.5703 5.0258 -1.4252  -0.645
C: 9.0454 5.2771 -3.7097  0.868
C: -2.4867 -6.5756 2.0180  -0.914
C: -1.1495 -3.3870 -2.1926  -0.311
C: 6.2148 -1.7300 -0.1477  -0.385
C: 4.3206 -9.2062 1.7850  -0.667
C: 2.1086 -8.4546 1.6953  -0.381
C: -9.0320 -2.3313 -5.3411  -0.205
C: -1.2077 -0.9990 -2.6301  -0.812
C: -4.6868 -3.3925 1.2374  -1.051
C: -3.3438 9.4016 9.2824  0.888
C: -0.9659 6.3857 -0.8928  -0.363
C: 2.8949 -0.7104 -1.7889  0.366
C: 0.2548 -3.3522 -2.2266  -0.969
C: -1.1738 -7.1512 1.4062  -0.604
C: -1.2946 5.9618 1.3655  0.326
C: -0.3513 -7.9832 2.4219  -0.699
C: -2.8847 -5.2665 1.2680  0.058
C: 4.7554 -1.9107 -0.6576  -0.871
C: -7.7855 -1.5090 -3.5308  0.375
C: -7.8037 -0.4925 -2.3820  0.861
C: -3.7186 -2.0074 -0.7645  -0.887
C: 7.9237 4.3396 -3.2432  0.320
C: 3.9920 3.0750 -0.0539  -1.230
H: -0.0250 4.4549 -0.6726  -0.052
H: -5.0084 -5.5033 0.9050  0.356
H: -3.3212 -7.2793 1.8805  0.326
H: -9.5207 -4.3814 -5.7844  0.367
H: 0.2200 -7.3159 3.0793  0.362
H: 5.0697 3.2570 -0.1223  0.263
H: 7.3132 1.2829 -3.9993  0.385
H: 1.6477 2.8743 2.5182  0.386
H: 3.4061 3.8978 -0.4829  0.403
H: 7.3183 -1.4143 -2.0037  0.390
H: 4.2749 2.2911 1.9473  0.317
H: -3.8565 -2.9856 -2.7528  0.582
H: 6.5883 0.0632 -1.3933  -0.193
H: -8.1189 -2.2954 -5.9352  0.312
H: -1.7691 -0.0810 -2.7854  0.509
H: -1.4882 6.9505 -1.6632  0.355
H: 0.8294 -4.2660 -2.0828  0.541
H: -5.6888 -3.2217 1.6612  0.389
H: -8.5676 -4.1733 -4.3100  0.300
H: -1.0887 7.8447 6.0654  0.357
H: -1.6104 -4.3537 -2.0054  0.446
H: -4.6313 -5.1209 2.5967  0.469
H: 3.5790 3.9543 1.9629  0.517
H: 5.6768 2.6914 -5.2552  0.394
H: 2.2727 -7.6466 2.4295  0.303
H: 0.0640 5.1298 -2.3056  0.405
H: 0.3318 -8.9736 0.5774  0.324
H: 5.2198 3.4959 -3.7645  0.303
H: 1.9482 -0.0874 1.0576  0.076
H: 0.5878 -9.9070 2.0895  0.327
H: 1.8715 2.5351 -1.7442  0.492
H: 4.4478 -8.6209 0.8567  0.285
H: -2.2353 -4.4451 1.6031  0.321
H: 7.9924 -0.5931 -0.5487  0.388
H: 4.5919 -8.6299 2.6828  0.272
H: -4.0588 -0.9944 -0.5026  0.422
H: -1.4314 -7.7068 0.4959  0.461
H: -1.0502 8.5030 4.4253  0.333
H: -2.5351 10.3619 5.1074  0.327
H: -3.9760 -2.7508 1.7776  0.454
H: -2.7909 -2.1471 -0.1844  0.631
H: 2.3785 -8.0242 0.7100  0.244
H: -1.4526 4.4422 -1.6915  0.322
H: 6.6644 -2.7306 -0.1403  0.555
H: -4.4509 -4.0398 -0.8104  0.361
H: -2.3578 -6.3442 3.0843  0.368
H: -5.7200 -2.7485 -0.5566  0.055
H: 1.4798 2.4517 0.8261  -0.029
H: 5.1979 0.7199 0.2054  0.296
H: 4.7863 -2.6247 -1.4817  0.746
H: 4.8904 1.7686 -3.9568  0.210
H: -10.2713 -3.7542 -4.3030  0.310
H: -0.0931 6.9706 -0.6029  0.327
H: -0.5686 -6.2713 1.1249  0.219
H: -2.5556 7.8620 5.1079  0.296
H: 4.9191 -10.1163 1.6717  0.242
H: 6.9186 2.1173 -2.5070  0.229
H: -9.8339 -1.9329 -5.9602  0.315
H: -3.6611 -1.1687 -2.7490  0.312
H: -1.0014 -8.6566 2.9977  0.379
H: -1.1021 10.3683 6.1169  0.328
H: -2.7892 -5.4660 0.1903  0.071

Summary:
- HOMO-LUMO gap (eV) = 8.286
- E (hartree) = -9438.52915
- spin multiplicity = 1
- SMILES = COCCCCCCCCCCCc1ccc2c(c1)C(=O)c1cc(CCCS)cc([C@H](Br)[C@@H](C)Br)c1C2=O.CCOC(=O)C(F)(F)F.CCOC(=O)C(F)(F)F.CCOC(=O)C(F)(F)F.CCOC(=O)C(F)(F)F
- charge = 0
- HOMO level (eV) = -8.776

A structure of composition C48H62Cl6O24, computed with ωB97M-V/def2-TZVPD.

Last column: Mulliken charge in e.
Geometry (Å):
Cl: -1.1092 18.7526 20.9212  -0.117
Cl: -11.0761 21.4279 17.6869  -0.117
Cl: -3.3600 17.0981 20.0875  -0.144
Cl: -9.6441 23.2518 15.9579  -0.136
Cl: -8.1867 21.3884 17.7764  -0.020
Cl: -3.4422 20.0094 19.7199  -0.104
O: -0.1004 20.9218 24.6064  -0.638
O: 0.0581 22.2024 21.8673  -0.620
O: -8.0372 17.0026 18.3160  -0.322
O: -8.0997 28.0067 21.0191  -0.517
O: -6.4233 25.4351 20.2345  -0.352
O: -4.8142 24.3055 26.0505  -0.295
O: -6.7788 15.9753 30.3882  -0.530
O: -6.8974 26.2418 22.8067  0.208
O: -3.4487 27.3395 22.7694  -0.712
O: -6.3649 22.4549 23.4004  -0.554
O: -2.2974 17.6938 27.2754  -0.601
O: -2.5181 23.0680 21.3933  1.471
O: 1.0681 22.5018 17.3249  -0.568
O: -6.1858 16.5978 27.8400  -0.726
O: -8.8183 22.8401 29.6945  -0.443
O: -1.4282 23.3796 16.8518  -0.644
O: -2.4165 21.0499 23.1409  0.113
O: -2.4919 22.9334 25.6532  -0.637
O: -8.4278 31.2596 24.3713  -0.548
O: -4.6886 18.3034 26.1275  -0.415
O: -8.3954 20.6930 28.1297  -0.474
O: -6.5829 29.7854 25.8033  -0.631
O: -9.2131 19.9706 30.6979  -0.479
O: -1.1321 25.8396 22.2688  -0.671
C: -7.0675 29.3328 24.7830  0.425
C: -2.6898 23.9559 25.0307  0.915
C: -2.8285 18.6778 20.7234  0.718
C: -3.5470 19.6349 24.5932  -0.284
C: -9.6116 21.6407 16.7477  -0.105
C: -1.0952 23.2000 18.0052  0.701
C: -6.7885 27.9657 24.3617  -0.563
C: -2.3745 20.3462 24.1370  -0.043
C: -8.1033 19.5165 28.6448  0.659
C: -4.1985 25.7869 24.3273  -0.575
C: -7.9542 30.0971 23.8772  0.276
C: -1.1494 20.1724 24.9668  0.103
C: -9.7072 23.2124 30.7336  -0.497
C: -6.0982 22.7440 22.0230  2.404
C: -7.2859 16.5616 17.2143  -0.156
C: -1.9941 25.4892 23.2371  0.736
C: -1.7286 24.4487 24.0495  -0.967
C: -8.2613 18.1500 20.3518  -0.865
C: -0.2839 22.4286 20.7229  0.403
C: 0.2587 22.6800 18.3792  0.083
C: 0.5983 22.2220 19.5869  -1.126
C: -6.0524 22.9492 25.6864  -1.229
C: -5.0456 25.3473 19.9547  -0.582
C: -7.8926 28.3656 22.1536  0.379
C: -3.9766 24.7302 25.0921  0.183
C: -7.3112 18.6660 27.9581  -0.766
C: -2.0033 23.3166 19.1309  -0.219
C: -7.2980 24.9281 19.2324  -0.419
C: -8.2349 16.4581 16.0300  -1.143
C: -2.2971 18.5393 26.4117  0.803
C: -3.5748 18.8833 25.7075  0.037
C: -7.1348 27.5107 23.1444  1.310
C: -6.8939 17.3824 28.4498  0.793
C: -11.0951 22.7119 30.4538  -1.185
C: -4.2144 25.8528 21.1079  -0.402
C: -8.4012 29.6176 22.7146  -1.033
C: -8.5190 19.2246 30.0486  0.572
C: -6.3567 21.4645 21.2671  -1.185
C: -1.0942 19.2873 25.9728  -0.936
C: -7.2654 17.4700 19.4109  -0.009
C: -6.6557 23.5089 30.6677  -1.207
C: -7.7141 23.7283 29.5663  0.126
C: -6.0120 23.5092 24.2765  0.999
C: -8.6604 24.7654 19.9031  -0.726
C: -3.2460 26.2926 23.3461  0.931
C: -8.0399 17.9441 30.5906  -0.823
C: -7.2999 17.1012 29.8700  0.197
C: -1.6663 22.9411 20.3785  0.216
H: -8.4238 17.5836 31.5363  0.443
H: -4.3612 26.9204 21.2724  0.669
H: -7.7368 18.8275 21.0283  0.051
H: -2.1509 22.5183 22.1234  -0.653
H: -4.4897 17.7415 26.9035  0.248
H: -6.6147 15.3560 29.6573  0.341
H: -7.3809 25.6680 18.4296  0.410
H: 0.6194 22.7658 16.5064  0.354
H: -5.5971 21.9659 25.7563  0.066
H: -4.3716 25.2832 22.0260  -0.556
H: -7.2624 23.5307 28.5924  -0.185
H: -9.6971 24.2824 30.9627  0.546
H: -0.2506 19.2197 26.6455  0.458
H: -11.8737 23.1743 31.0518  0.398
H: -7.2917 20.9802 21.5427  0.399
H: -3.1559 25.7004 20.8771  0.314
H: -9.3142 25.5994 19.6394  0.329
H: -3.3235 18.6471 21.6878  -0.461
H: -6.7624 23.5445 21.6837  -0.278
H: -0.8249 23.8906 23.8466  0.376
H: -6.3504 27.3467 25.1331  0.536
H: -7.1406 23.7530 31.6102  0.366
H: -6.8497 15.5855 17.4645  0.277
H: -3.0031 23.6887 18.9506  0.481
H: -6.4609 18.1717 19.1680  0.176
H: -5.6929 23.6570 26.4350  0.112
H: -8.9924 18.7135 19.7766  0.293
H: -7.0559 23.9783 18.7490  0.261
H: -5.0504 23.0459 21.9141  -1.118
H: -4.4930 23.5034 26.4850  0.636
H: -11.1156 21.6338 30.6413  0.239
H: -8.7530 17.4076 15.8829  0.213
H: -9.1261 30.1880 22.1495  0.434
H: -4.7617 25.9388 19.0727  0.487
H: 1.5723 21.7771 19.7363  0.498
H: -6.4703 17.1924 16.8354  0.249
H: -6.3795 22.4556 30.6365  0.266
H: -0.2882 21.3224 23.7325  0.277
H: -11.2728 22.7442 29.3739  0.273
H: -4.7785 24.3078 19.7252  0.015
H: -6.9544 26.1400 21.8207  -0.109
H: -6.4692 21.6523 20.1920  0.075
H: -8.7618 17.4255 20.9939  0.365
H: -4.4325 19.6343 23.9668  0.476
H: -1.4380 26.6832 21.8924  0.530
H: -5.1606 26.2759 24.4365  -0.151
H: -8.0643 24.7584 29.4832  0.431
H: -9.0291 15.7301 16.2139  0.298
H: -8.6285 24.8473 20.9893  0.100
H: -7.0435 18.9846 26.9580  0.549
H: -5.5069 20.7955 21.3886  0.004
H: -8.0349 31.3726 25.2553  0.343
H: -8.7307 21.3893 28.7448  0.432
H: -9.5568 20.9639 15.9060  0.355
H: -6.7337 24.3282 24.1682  0.160
H: -5.7627 24.0957 30.4674  0.434
H: -9.4103 22.7388 31.6783  0.299
H: -7.0910 22.7656 25.9822  0.391
H: -6.7990 16.6053 19.8984  0.246
H: -7.7365 16.1825 15.1006  0.386
H: -5.0246 23.9589 24.0968  -0.693
H: -9.1257 23.8210 19.6233  0.135

Summary:
- HOMO-LUMO gap (eV) = 6.648
- E (hartree) = -6432.73830
- energy above the lowest of the compared OMol25 structures with the same formula, charge and spin (kJ/mol) = 393.8
- spin multiplicity = 1
- charge = 0
- HOMO level (eV) = -8.382